1.
15
Properties=species:S:1:pos:R:3:forces:R:3 method="wB97M-V/def2-TZVPD" homo_lumo_gap_ev=9.7 homo_energy_ev=-9.01 mol_weight_g_mol=120.177 total_charge=0 smiles="C/N=C(/CS)NO"
C 1.4121 -0.3985 1.5802 -2.7559 0.1115 -0.7007
N 0.6613 0.7159 0.8190 1.2935 -1.2241 1.9803
C -0.2101 0.3695 -0.0135 -0.0115 0.2685 -0.4466
C -1.0105 1.4337 -0.7423 -0.5607 0.4139 2.0538
S -1.0238 1.2259 -2.4897 -0.4389 0.1677 -1.2767
N -0.4675 -0.8789 -0.5316 -1.8880 -0.8805 -1.7570
O -0.6044 -1.9885 0.3169 1.7943 -1.2115 0.5683
H 1.7975 -1.1795 0.9358 0.5142 0.1683 -0.5122
H 0.6912 -0.9742 2.2227 0.6205 0.8872 -0.2807
H 2.1742 0.0314 2.1757 0.6957 0.4634 0.4054
H -0.5929 2.4012 -0.4420 -0.2029 -0.2119 -0.1087
H -2.0772 1.3733 -0.3406 1.2096 0.1434 -0.7594
H 0.3030 1.2042 -2.6518 0.0903 -0.0186 0.0192
H -1.3337 -0.8247 -1.1626 1.8129 -0.6029 1.2264
H 0.2809 -2.5108 0.3238 -2.1729 1.5256 -0.4113

---

2.
76
Properties=species:S:1:pos:R:3:forces:R:3 method="wB97M-V/def2-TZVPD" homo_lumo_gap_ev=8.3 homo_energy_ev=-9.20 mol_weight_g_mol=700.564 total_charge=0
C -0.5050 1.8178 3.1791 -2.0648 2.3901 1.5230
N -0.5327 3.0923 4.0241 0.2429 1.1811 0.7319
O -0.8439 3.0020 5.2009 -0.1087 -0.3783 -0.5092
O -0.2049 4.1908 3.5293 0.0246 -2.2198 0.4085
H -1.3099 1.8734 2.4462 0.4183 0.4477 1.1440
H -0.6473 0.8950 3.7414 -1.3094 2.5748 1.0610
H 0.5124 1.7654 2.7915 -1.9151 0.7304 -0.1314
C -3.4138 2.2236 -0.1750 0.1797 -0.0607 -0.0736
N -2.9265 2.6692 -1.4970 -0.8367 0.5114 -3.4428
O -3.4313 3.6732 -2.0347 0.9784 -1.8753 1.7550
O -2.1465 1.9060 -2.1141 -2.8869 3.9108 1.9708
H -4.4845 2.4203 -0.1199 0.2084 -0.1787 -0.0390
H -2.8451 2.8185 0.5396 -1.3180 -1.2294 -1.0177
H -3.0752 1.1970 -0.0352 -0.6088 0.1578 -0.1920
C -1.5880 4.3522 1.2149 -1.0736 6.7387 1.8093
N -1.3134 5.3364 0.0888 -0.8137 -0.9360 -1.4617
O -0.9723 4.7474 -0.9477 0.0322 0.5393 0.5826
O -1.4221 6.5587 0.1473 0.1555 -1.6266 0.7467
H -2.4484 3.6873 1.1393 0.2778 2.6065 0.2708
H -1.6488 4.9980 2.0910 -0.3946 -0.1627 -0.0523
H -0.7855 3.6152 1.2441 0.6990 4.1724 0.6472
C -0.6618 0.4385 -0.2483 3.7563 6.2264 1.1998
N -0.1933 1.7313 0.1982 -1.4283 -1.5234 0.3009
O -0.9103 2.4483 0.9403 3.2184 -7.9445 -5.0576
O 0.9725 1.9678 0.0003 -0.6117 0.9715 -3.3370
H -1.1258 0.5171 -1.2315 0.3172 1.1867 3.2287
H -1.4089 -0.0587 0.3703 2.9037 5.5024 2.1826
H 0.2344 -0.1818 -0.2507 -0.3377 0.3579 -0.3306
C 2.2967 2.0191 1.8914 3.5176 1.6731 1.5328
N 2.8505 0.7971 1.4252 -0.3595 -0.9134 1.7868
O 2.3339 -0.1727 1.9912 2.4119 0.5610 -1.0966
O 3.6973 0.7435 0.5739 1.1832 1.0149 1.7545
H 1.9445 1.8519 2.9093 0.7018 0.3887 -0.4987
H 1.6561 2.3455 1.0721 0.0143 0.7806 1.5683
H 3.1597 2.6808 1.8180 -0.1129 0.4957 0.5351
C 0.7658 -1.9055 2.5941 -0.9178 -1.2549 1.7061
N 0.2389 -0.5542 2.7558 1.3302 1.4673 0.8342
O 0.7002 0.0731 3.7077 1.3399 -4.1910 0.2281
O -0.5001 -0.0066 1.9000 1.3175 -3.5045 2.9903
H 1.4718 -2.0007 1.7691 -0.7962 0.0167 0.8657
H -0.1398 -2.4856 2.4169 0.8160 -0.2839 0.7688
H 1.2834 -2.1260 3.5277 -0.2556 0.0172 -0.0819
O 5.2117 -0.5010 -1.7235 -0.3420 -0.1136 -0.5500
C 4.3271 -1.0215 -1.1232 -0.5725 0.2077 2.1345
O 4.6094 -2.0056 -0.1846 -0.5946 -0.0727 -1.0005
C 3.4490 -2.4328 0.5099 -1.0421 1.3477 1.8354
C 2.1495 -1.7334 -0.1194 1.7470 -1.6041 -0.7073
C 2.8104 -0.6803 -1.0503 -0.6870 -1.8982 -1.5202
H 3.5231 -2.0789 1.5382 0.3396 0.4677 0.0882
H 3.4327 -3.5011 0.7256 -0.0881 -0.3106 -1.2759
H 1.4253 -1.2636 0.5461 1.1051 0.0048 -0.5977
H 1.5488 -2.5724 -0.4707 0.4834 0.3714 -1.1297
H 2.5596 0.2931 -0.6287 0.2070 -0.5663 -1.6543
H 2.4833 -0.7370 -2.0885 -0.1466 0.1033 0.2970
C 1.5714 -1.6274 -4.3764 -0.3846 -0.1910 0.3670
C 0.2240 -2.3172 -4.8353 1.2958 -0.5973 0.6489
O -0.8125 -1.6129 -4.1771 -1.3877 0.9239 1.6302
S -0.3011 -0.8593 -2.7925 3.0532 -1.8859 -1.8918
O -0.0602 -1.8642 -1.6985 2.7895 5.6919 -4.7398
O -1.0168 0.3618 -2.4806 2.4560 -5.1781 -7.4163
O 1.1218 -0.4805 -3.6436 -1.4310 0.4701 1.3057
H 2.1684 -1.3653 -5.2499 -0.3447 0.7147 0.0869
H 2.2886 -2.1045 -3.7084 -0.4984 -0.9652 -0.0259
H 0.0823 -3.3615 -4.5568 0.5727 -0.0623 0.0008
H 0.1657 -2.2419 -5.9211 -0.5893 0.3705 0.1916
C -2.5383 -4.1014 -1.7069 -0.2599 0.3613 1.8236
C -3.0244 -4.4746 -0.2316 2.2100 0.2592 -2.1611
O -2.9221 -3.1882 0.3333 -0.4996 1.9037 2.3825
S -1.5852 -2.2677 -0.0615 -1.4955 -6.3637 -1.7172
O -0.3990 -2.7422 0.6459 -3.4656 1.0419 -1.8905
O -1.9762 -0.8854 -0.1493 -7.2844 -10.8130 -1.5257
O -1.6137 -3.0107 -1.5233 -1.9183 -1.6819 0.7130
H -3.2970 -3.5718 -2.2831 -0.4753 -1.1560 -0.2716
H -1.9548 -4.9027 -2.1604 -0.4528 0.1206 -0.3427
H -2.3017 -5.1168 0.2719 0.1147 -0.1995 -0.1737
H -3.9828 -4.9933 -0.2112 -0.3088 0.9614 0.2750

---

3.
87
Properties=species:S:1:pos:R:3:forces:R:3 method="wB97M-V/def2-TZVPD" homo_lumo_gap_ev=7.0 homo_energy_ev=-11.56 mol_weight_g_mol=736.473 total_charge=+1
C 2.5730 -2.1065 3.8264 0.4342 -0.4498 0.9686
O 1.2814 -1.5184 4.1266 0.2584 1.1222 -1.6495
C 1.0599 -0.3048 3.3389 0.9319 -0.9420 2.9029
N 0.9127 -0.7116 1.9266 -0.3004 1.3733 -2.2432
C 1.2582 0.2647 0.9121 0.3381 0.5463 -0.8555
N 2.5467 0.2053 0.2044 -0.8152 -0.6366 2.2420
C 3.0022 -1.1795 -0.1117 1.2835 -1.5805 -1.2910
C 2.5643 -1.7615 -1.5465 0.3249 0.4742 -0.3927
C 1.5312 -0.8733 -2.3817 -0.6905 -0.9550 -1.1357
N 0.5258 -1.8470 -2.9769 0.8578 0.5906 0.5902
C 3.5485 0.7051 1.2457 0.5049 1.1812 0.5481
C 4.8231 1.4379 0.5991 1.0852 0.1623 0.4860
C 6.1575 0.9687 1.3633 0.2445 1.7801 1.5072
F 6.9026 -0.1448 0.9102 -1.7285 2.3254 0.9137
C 6.6215 1.6725 2.4955 0.5485 -2.0228 -1.2790
F 5.9895 2.7746 3.0944 1.8652 -2.8914 -1.4504
F 7.8097 1.1993 3.1065 -3.2713 1.8964 -1.0402
N 0.4572 1.2995 0.5996 0.9534 -0.3368 0.0512
C -0.8649 1.5520 1.2725 -1.2381 2.0554 0.9487
C -0.7050 2.4129 2.6378 -0.1644 1.5442 3.3377
C 0.5963 3.1179 3.0761 -2.5459 0.3037 2.1567
C 0.6672 3.9475 4.3982 -3.1018 -1.2472 -0.5287
C -0.5743 4.1102 5.3371 0.3428 -2.3964 -3.9314
C -1.8755 3.3806 4.9045 1.8730 0.1801 -0.9977
C -3.1610 3.5125 5.8790 0.4817 -0.2963 -0.8702
C -1.9573 2.5581 3.5788 3.0582 1.5028 1.0116
C 0.8299 2.3215 -0.4352 -1.9852 -0.1568 -3.2001
Br 2.3079 3.6184 -0.2250 -1.4097 -1.4453 0.2441
C 0.0744 2.4402 -1.6509 2.0905 1.0612 1.7447
C 0.5065 3.5576 -2.7404 0.5383 -0.8114 0.4120
Br -1.4930 1.3381 -2.1129 1.5464 0.8629 0.5957
P -0.3160 -1.8676 1.5409 -2.8518 -2.1302 -0.0691
N -1.6991 -1.7546 2.3253 2.5218 0.9280 -0.4405
O -0.6971 -1.6596 -0.1293 1.3888 0.1380 3.0878
O 0.3854 -3.4350 1.7009 -1.0791 3.3470 -2.5495
H 3.3703 -1.3144 4.0334 -0.7829 -1.0584 -0.4491
H 2.7186 -2.9588 4.5936 -0.2932 1.3848 -1.4206
H 2.6310 -2.5169 2.7653 -0.0602 0.5538 1.4270
H 0.1428 0.1877 3.8259 1.3512 -0.6366 -1.0472
H 2.0186 0.3212 3.4898 -1.7358 -0.5217 -0.6200
H 2.7567 -1.9761 0.6686 0.1054 1.3953 -0.6604
H 4.1592 -1.1355 -0.1394 -1.9231 0.0990 0.1932
H 2.1406 -2.8159 -1.3967 0.4114 1.5965 -0.2846
H 3.5097 -1.8709 -2.2024 -1.4598 0.0913 1.1734
H 0.9134 -0.1332 -1.7781 1.1877 -0.9305 -0.6735
H 2.0235 -0.3683 -3.3000 -0.3053 -0.2392 1.9598
H -0.1510 -1.3420 -3.5628 0.6154 -0.5134 0.0473
H 1.0656 -2.5449 -3.5050 -0.7003 0.5358 -0.0839
H 2.9961 1.4754 1.9084 1.0788 -1.2262 -0.8963
H 3.9412 -0.1584 1.8912 -0.8750 1.1803 -0.8097
H 4.9060 1.3203 -0.5416 -0.0951 -0.1556 1.8001
H 4.7614 2.5765 0.7858 0.0724 -1.9467 -0.2488
H -1.5076 0.6214 1.4073 1.2585 0.9705 0.0297
H -1.4756 2.2483 0.5798 1.2265 -1.2885 0.9077
H 1.5548 3.0459 2.4690 -1.5406 0.1267 0.8219
H 1.6473 4.4689 4.6868 -1.6549 -0.9659 -0.6022
H -0.5103 4.7382 6.2991 -0.1748 -1.2129 -1.7741
H -4.0340 3.9693 5.3031 1.1903 -0.6099 0.7397
H -2.9402 4.1811 6.7781 -0.1518 -1.0200 -1.3292
H -3.4848 2.4739 6.2370 0.5168 1.5033 -0.4574
H -2.9545 2.0530 3.3318 1.6870 0.7924 0.3043
H -0.1350 3.5248 -3.6797 0.6497 0.0564 1.5304
H 0.5504 4.6009 -2.2584 -0.3711 -1.6514 -0.7599
H 1.5899 3.3109 -3.0577 -1.6982 0.3275 0.4961
H -1.5891 -0.9777 2.9968 -0.4480 -0.5993 0.0027
H -1.4825 -1.0532 -0.0824 0.6490 -0.9142 -0.1157
H 0.4176 -3.7454 0.7553 0.1328 -0.1674 1.0761
C -2.8249 -2.5615 -2.3576 0.1927 0.1495 0.0719
C -3.4370 -1.5517 -3.3182 -0.1222 -0.1485 0.0594
C -4.8448 -1.9320 -3.7795 -0.0930 0.1783 -0.1365
C -4.9438 -3.2411 -4.5679 0.0743 -0.1107 0.0884
C -4.0836 -3.3110 -5.8306 -0.1579 -0.0447 -0.0192
C -4.4582 -2.2682 -6.8755 0.1411 -0.0071 -0.0816
H -2.6932 -3.5384 -2.8283 -0.0160 0.0424 0.0591
H -1.8411 -2.2201 -2.0277 -0.0910 -0.2319 -0.1153
H -3.4532 -2.6870 -1.4708 -0.0426 -0.0656 -0.0623
H -2.7751 -1.4135 -4.1797 -0.0426 0.0017 -0.0403
H -3.4895 -0.5794 -2.8142 -0.0795 0.0505 -0.0423
H -5.2499 -1.1123 -4.3824 -0.0048 -0.0576 0.0172
H -5.4968 -2.0083 -2.9018 0.0678 0.0154 -0.0269
H -5.9939 -3.3972 -4.8431 0.0985 0.0202 0.0086
H -4.6783 -4.0799 -3.9162 -0.0340 0.0464 -0.0047
H -4.2028 -4.3051 -6.2747 0.0587 0.0543 0.0822
H -3.0228 -3.2134 -5.5780 -0.0205 -0.0271 0.0340
H -5.5057 -2.3720 -7.1708 0.0556 0.0550 0.0291
H -3.8420 -2.3929 -7.7694 -0.0882 0.0676 0.0184
H -4.3027 -1.2518 -6.5057 -0.0491 -0.0207 -0.0408

---

| no. | lowest unoccupied orbital energy (hartree) |
| --- | --- |
| 1 | 0.0270 |
| 2 | -0.0332 |
| 3 | -0.1666 |